Entry 1:
C17H42BN2O4S | wB97M-V/def2-TZVPD

Last column: natural (NBO) charge in e.
CARTESIAN COORDINATES (ANGSTROEM)
H -5.217 -0.239 1.180  0.219
H 0.421 2.075 1.905  0.388
H -1.783 2.427 0.071  0.198
C -4.696 3.184 -3.361  -0.618
B -2.404 0.578 -2.159  1.164
H -3.419 0.864 -0.145  0.208
O -2.975 1.588 -2.858  -0.692
C -4.600 -0.857 1.822  -0.631
H 4.634 4.656 -0.608  0.225
H -4.550 -0.457 2.829  0.222
C -0.269 -0.565 0.025  -0.574
H 4.200 0.976 -1.350  0.220
H -5.666 3.535 -3.024  0.219
C -4.240 2.096 -2.421  -0.059
H 0.789 -0.915 2.648  0.217
H -5.000 1.318 -2.368  0.171
O -1.470 -0.176 -2.815  -0.912
C 3.846 -2.334 -0.521  -0.628
O 2.190 3.589 -0.659  -0.733
H -5.083 -1.821 1.897  0.248
H -1.557 -0.281 2.357  0.464
C 4.835 -4.568 0.075  -0.631
C -3.222 -1.091 1.236  -0.059
H -0.946 3.009 2.073  0.391
C -3.179 -1.180 -0.286  -0.394
H 3.159 -1.550 -0.195  0.203
C -0.975 1.783 0.408  -0.235
H -2.484 -1.947 -0.606  0.234
H 3.616 2.651 0.433  0.172
H -0.154 -0.756 -1.033  0.290
H 4.833 -1.875 -0.625  0.201
C -2.675 0.246 -0.644  -0.596
H -0.006 -2.614 4.504  0.239
H 0.611 -0.017 0.338  0.229
N -0.578 2.122 1.765  -0.888
H 1.321 -2.577 2.663  0.253
H -2.662 0.791 1.944  0.436
H -4.171 2.547 -1.434  0.162
N -2.190 -0.045 1.590  -0.549
H 5.507 3.204 -1.122  0.218
H -4.016 4.019 -3.248  0.214
H 5.855 -4.183 -0.011  0.201
H 2.468 0.964 -0.976  0.195
C 0.454 -1.944 2.542  -0.541
C -0.557 -2.319 3.621  -0.619
C 3.282 1.564 -1.390  -0.626
H 2.003 3.797 -1.582  0.463
H -4.735 2.845 -4.386  0.223
H 3.039 1.759 -2.438  0.206
H -2.879 -2.034 1.636  0.245
H -4.123 -1.447 -0.749  0.236
H 4.355 3.991 -2.213  0.202
C 4.552 3.726 -1.171  -0.632
H 4.850 -5.364 0.820  0.223
H -1.188 -1.485 3.924  0.180
H 5.148 -2.579 1.698  0.463
H 4.546 -4.996 -0.885  0.215
C -1.494 0.317 0.326  0.171
C 3.426 2.868 -0.620  0.094
H 2.879 -3.872 0.622  0.172
H -0.166 1.921 -0.303  0.226
H 3.527 -2.693 -1.500  0.216
S -0.180 -2.187 0.851  0.178
O 4.260 -2.947 1.777  -0.727
H -1.185 -3.142 3.304  0.222
H -1.794 -0.490 -3.675  0.516
C 3.882 -3.461 0.498  0.094

Computed properties:
Kohn-Sham gap, eV: 9.51
Highest occupied orbital energy, eV: -11.77
Total charge: +1

Entry 2:
C11H8CuFNO3 | wB97M-V/def2-TZVPD

Last column: natural (NBO) charge in e.
CARTESIAN COORDINATES (ANGSTROEM)
C -2.752 -1.726 1.147  -0.656
F -0.394 -1.518 1.208  -0.371
C -0.365 0.716 -0.549  -0.181
N 1.409 -0.827 -0.914  -0.389
C -0.880 2.075 -1.024  0.735
O -2.240 2.159 -0.776  -0.465
H 3.990 1.737 0.543  0.251
H 4.639 -0.507 -0.235  0.243
H -3.658 -1.367 0.658  0.263
H -2.831 -2.808 1.264  0.248
Cu -0.256 0.969 1.654  0.987
H 3.063 -2.074 -1.158  0.225
O -3.813 0.571 -0.652  -0.445
C 3.599 -0.203 -0.298  -0.218
C 1.084 0.366 -0.458  0.093
C 2.690 -1.116 -0.817  0.086
C -1.468 -0.030 -0.221  -0.132
C -1.494 -1.421 0.338  0.158
C -2.659 0.846 -0.541  0.743
H -1.393 -2.193 -0.427  0.237
H 1.518 2.307 0.390  0.237
C 1.903 1.343 0.065  -0.276
H -2.699 -1.310 2.158  0.222
C 3.264 1.039 0.154  -0.140
O -0.259 2.972 -1.510  -0.452

Computed properties:
Kohn-Sham gap, eV: 8.18
Highest occupied orbital energy, eV: -13.90
Total charge: +1

Entry 3:
C6H18AlN3OP | wB97M-V/def2-TZVPD

Last column: Löwdin spin population.
CARTESIAN COORDINATES (ANGSTROEM)
H -2.144 0.925 -1.049  0.000
C -2.272 -0.155 -1.121  0.001
H -1.307 2.372 -0.086  0.007
N -1.291 -0.779 -0.275  0.014
H 1.694 1.663 -2.149  0.002
H 0.091 2.953 0.825  0.002
H -2.627 -1.970 0.663  0.000
H 0.916 0.106 2.928  0.017
H -0.936 -2.474 0.882  0.002
C -1.659 -2.071 0.173  0.005
C 0.843 2.112 -1.636  0.020
H 3.055 -1.117 0.437  0.011
H 2.779 0.470 1.104  0.030
H -0.028 2.141 -2.291  0.010
C -0.416 2.061 0.458  0.010
C 0.458 -0.673 2.318  0.069
Al 1.545 -2.419 -4.247  0.000
H -2.091 -0.310 -2.185  0.001
C 2.493 -0.578 1.200  0.057
H -3.324 -0.303 -0.876  0.000
P 0.351 -0.384 -0.523  0.000
H 0.395 -1.632 2.833  0.032
H 2.838 -0.993 2.147  0.006
O 1.030 -1.082 -1.702  0.004
H -0.712 1.539 1.368  0.000
H -1.652 -2.772 -0.663  0.001
H -0.566 -0.318 2.210  0.005
N 0.377 1.300 -0.511  0.159
N 1.085 -0.730 1.055  0.535
H 1.078 3.117 -1.287  0.000

Computed properties:
Kohn-Sham gap (spin up / spin down), eV: 8.59 / 5.77
Highest occupied orbital energy (spin up / spin down), eV: -16.04 / -15.99
Multiplicity: 2
Total charge: +2